(1)
Density functional theory data (the ωB97M-V functional and the def2-TZVPD basis) for a 11-piece molecular cluster, C22H66O11S11 overall at a distorted geometry.

XYZ file:
```
110
Properties=species:S:1:pos:R:3:forces:R:3:lowdin_charge:R:1
C 2.071 8.649 -0.918 0.5 0.0 0.4 -0.261
S 1.976 7.003 -1.758 -0.2 0.1 0.2 0.814
O 1.874 5.908 -0.734 -0.1 1.0 -0.5 -0.565
C 0.342 7.181 -2.527 -0.6 0.6 -0.3 -0.278
H 2.004 9.521 -1.570 -0.5 -0.4 -0.5 0.049
H 3.081 8.765 -0.527 0.2 -0.5 0.1 0.038
H 1.417 8.762 -0.053 -0.3 -0.3 -0.2 0.053
H -0.467 7.323 -1.810 0.2 -0.6 0.4 0.052
H 0.145 6.359 -3.215 0.1 -0.4 0.5 0.049
H 0.222 8.056 -3.166 0.8 0.3 0.0 0.048
C 7.539 2.825 4.484 0.2 0.9 -0.1 -0.288
S 5.794 2.349 4.587 -1.6 0.9 -0.4 0.824
O 4.962 3.567 5.004 1.6 -1.6 -0.7 -0.578
C 5.562 2.128 2.733 0.3 0.0 0.9 -0.243
H 7.896 3.114 5.472 -0.2 -0.3 0.1 0.049
H 7.638 3.727 3.881 -0.2 0.0 -0.2 0.051
H 8.201 2.069 4.062 -0.4 -0.3 0.1 0.054
H 4.543 1.879 2.436 -0.1 0.4 0.5 0.045
H 6.146 1.253 2.447 0.4 0.2 -0.1 0.039
H 5.898 3.062 2.282 0.0 -0.2 -0.2 0.047
C 0.210 0.895 6.825 0.2 -0.4 -0.1 -0.228
S 0.957 -0.837 6.488 -1.2 0.0 3.3 0.850
O 1.156 -1.411 7.915 0.1 1.0 -2.4 -0.598
C -0.568 -1.645 5.961 -0.6 -0.2 -0.6 -0.302
H -0.764 0.845 7.312 0.1 -0.6 0.1 0.045
H 0.088 1.566 5.975 0.2 -0.4 -0.4 0.041
H 0.893 1.394 7.513 0.2 -0.3 0.0 0.041
H -1.383 -1.564 6.681 0.2 0.7 0.1 0.057
H -0.497 -2.726 5.843 0.9 0.0 0.0 0.049
H -0.842 -1.246 4.985 -0.2 0.2 0.0 0.044
C -1.712 0.441 -0.038 0.1 0.1 -1.1 -0.271
S -1.257 0.258 -1.799 0.9 1.6 -0.8 0.834
O -1.489 1.611 -2.511 0.6 -2.2 1.4 -0.597
C 0.623 0.111 -1.481 -1.2 0.3 -0.4 -0.230
H -0.998 1.092 0.467 -0.2 -0.1 0.1 0.052
H -1.754 -0.584 0.332 0.0 0.2 0.3 0.047
H -2.707 0.881 -0.101 0.0 0.0 0.3 0.048
H 0.914 1.158 -1.405 0.2 -0.1 0.2 0.043
H 1.120 -0.363 -2.327 -0.3 0.1 -0.1 0.035
H 0.830 -0.474 -0.585 -0.2 0.2 0.1 0.038
C -2.558 -7.181 0.135 -0.4 0.5 0.1 -0.270
S -3.078 -6.555 -1.508 -1.0 1.5 -0.2 0.838
O -4.064 -5.352 -1.322 2.5 -2.3 0.0 -0.585
C -1.470 -5.946 -2.174 0.1 0.6 0.2 -0.268
H -3.521 -7.479 0.548 0.1 -0.1 0.2 0.040
H -2.114 -6.431 0.790 -0.1 0.3 -0.2 0.052
H -1.887 -8.040 0.127 -0.1 0.0 -0.6 0.052
H -1.068 -5.121 -1.585 -0.3 0.1 0.2 0.047
H -1.622 -5.574 -3.187 -0.4 -0.1 0.1 0.043
H -0.662 -6.676 -2.231 -0.4 -0.5 0.2 0.050
C 4.437 -7.190 -6.139 0.4 0.2 -0.2 -0.257
S 4.013 -5.455 -6.686 1.5 0.5 0.7 0.830
O 4.371 -4.561 -5.519 -0.6 -0.7 -0.8 -0.595
C 5.436 -5.116 -7.861 0.3 -1.0 0.8 -0.244
H 4.490 -7.868 -6.990 -0.4 0.1 -0.1 0.042
H 3.706 -7.508 -5.396 -0.4 0.2 -0.4 0.041
H 5.384 -7.318 -5.614 0.3 0.8 -0.1 0.052
H 5.570 -5.883 -8.623 -0.4 0.1 -0.1 0.042
H 6.299 -5.194 -7.199 0.0 0.0 0.1 0.042
H 5.466 -4.110 -8.281 -0.7 -0.1 0.1 0.049
C 6.076 -4.382 -0.307 0.1 0.1 -0.9 -0.261
S 4.308 -4.899 -0.093 2.2 -2.4 1.5 0.849
O 4.455 -6.418 0.030 -0.7 1.6 -0.6 -0.591
C 4.189 -4.346 1.629 -0.3 0.4 0.0 -0.287
H 6.329 -4.551 -1.354 -0.4 0.2 -0.2 0.040
H 6.807 -5.021 0.189 -0.6 -0.2 0.7 0.058
H 6.300 -3.338 -0.089 -0.4 0.1 0.1 0.045
H 3.225 -4.628 2.053 -0.2 0.2 -0.4 0.046
H 4.308 -3.265 1.551 -0.2 0.1 0.4 0.040
H 4.911 -4.777 2.322 0.4 -0.1 -0.6 0.062
C -8.420 -0.256 6.795 0.6 -0.7 -0.6 -0.257
S -7.338 -1.641 6.217 -1.1 -1.7 -0.2 0.827
O -8.168 -2.949 6.062 1.2 2.7 0.2 -0.589
C -7.032 -1.000 4.544 -0.7 -0.6 -0.3 -0.275
H -7.846 0.668 6.728 0.1 -0.1 0.0 0.049
H -8.652 -0.452 7.842 -0.4 0.0 -0.3 0.044
H -9.250 -0.213 6.090 -0.3 0.0 0.4 0.050
H -6.936 -1.874 3.900 0.6 -0.2 0.3 0.049
H -6.147 -0.364 4.508 -0.2 0.0 0.0 0.051
H -7.925 -0.548 4.112 0.0 0.5 0.3 0.051
C -9.092 -1.641 -1.910 0.0 0.6 0.7 -0.268
S -8.610 0.090 -2.262 -1.0 1.0 1.5 0.813
O -7.976 0.667 -0.978 -0.3 -1.3 -2.3 -0.577
C -7.403 -0.265 -3.562 0.8 -0.1 0.9 -0.270
H -8.257 -2.209 -1.501 0.3 -0.1 -0.6 0.056
H -9.624 -2.060 -2.765 0.4 -0.1 -0.1 0.054
H -9.786 -1.618 -1.069 -0.2 0.4 -0.1 0.044
H -6.722 0.585 -3.614 0.1 -0.1 0.3 0.051
H -7.778 -0.398 -4.577 -0.6 -0.2 0.4 0.056
H -6.923 -1.157 -3.160 0.6 0.1 -0.6 0.042
C -5.265 5.996 0.827 1.0 0.2 1.1 -0.227
S -4.449 6.111 2.538 0.5 -2.2 -0.9 0.833
O -4.616 4.721 3.124 -0.1 1.4 -0.2 -0.598
C -2.674 6.145 2.040 0.0 0.4 -0.2 -0.272
H -5.056 5.026 0.374 0.0 -0.1 0.4 0.052
H -4.828 6.766 0.192 -0.4 0.2 0.1 0.037
H -6.325 6.119 1.048 0.1 0.1 -0.3 0.038
H -2.026 6.154 2.916 -0.4 0.0 0.3 0.045
H -2.460 7.067 1.499 -0.1 0.1 -0.1 0.037
H -2.361 5.291 1.440 -0.5 -0.1 -0.1 0.055
C 4.321 3.091 -6.019 0.5 -0.1 0.5 -0.268
S 5.167 1.525 -5.620 0.7 -0.2 -1.1 0.811
O 6.280 1.348 -6.631 -0.7 0.3 1.2 -0.579
C 5.880 2.011 -3.985 0.2 0.5 -1.6 -0.251
H 3.437 3.064 -5.382 -0.1 0.4 -0.1 0.043
H 4.067 3.162 -7.077 -0.1 -0.6 0.1 0.053
H 4.967 3.944 -5.812 0.0 0.0 0.3 0.051
H 6.647 2.753 -4.208 -0.1 0.2 0.0 0.048
H 6.419 1.146 -3.597 -0.6 0.0 0.3 0.046
H 5.059 2.474 -3.437 0.2 -0.5 0.5 0.046
```
Positions in Å, forces in eV/Å.

HOMO: -8.68 eV
Calculated total energy: -165581.2246 eV
Net charge: 0
Relative energy (zero: lowest compared OMol25 entry of this formula, charge and spin): 496.41 kJ/mol
HOMO-LUMO gap: 8.40 eV


(2)
Density functional theory data (the ωB97M-V functional and the def2-TZVPD basis) for C22H66O11S11 as an isolated structure at a distorted geometry.

XYZ file:
```
110
Properties=species:S:1:pos:R:3:forces:R:3:lowdin_charge:R:1
C 4.563 1.022 0.223 0.4 1.0 0.3 -0.198
S 2.981 1.974 0.314 1.4 0.5 1.0 0.988
O 1.896 1.058 0.842 5.7 3.3 -3.2 -0.765
C 3.436 3.178 1.677 0.3 0.7 -0.1 -0.184
H 4.740 0.436 1.125 -0.1 0.0 -0.2 0.054
H 5.344 1.778 0.138 0.1 0.1 0.1 0.059
H 4.616 0.427 -0.688 0.0 0.3 0.3 0.049
H 4.357 3.720 1.463 0.4 -0.6 -0.3 0.066
H 3.494 2.774 2.688 0.2 0.1 -0.5 0.041
H 2.748 4.021 1.747 -0.5 -0.6 -0.3 0.018
C 1.172 -1.588 -5.540 -0.2 -0.1 -0.1 -0.243
S -0.156 -2.626 -4.700 0.4 0.7 -1.2 0.933
O 0.558 -3.080 -3.469 -1.5 -0.1 0.1 -0.615
C -1.435 -1.336 -4.418 -0.1 0.0 -0.6 -0.296
H 0.886 -0.649 -6.015 -0.6 -0.4 -0.1 0.025
H 1.702 -2.177 -6.288 -0.3 -0.3 0.1 0.062
H 1.906 -1.291 -4.790 -0.3 -0.4 -0.7 -0.043
H -2.398 -1.786 -4.176 0.7 -0.3 -1.5 0.031
H -1.591 -0.774 -5.339 0.3 -0.2 -0.2 0.073
H -1.289 -0.583 -3.643 0.1 -0.7 -0.7 -0.023
C -2.774 2.523 2.454 0.0 0.0 0.3 -0.207
S -1.116 3.408 2.727 -2.6 1.8 1.5 0.877
O -1.545 4.767 3.365 1.0 -2.4 -1.0 -0.569
C -0.549 2.283 4.041 -1.1 -0.8 0.3 -0.244
H -3.352 2.424 3.372 0.3 0.9 0.4 0.062
H -2.762 1.469 2.177 0.8 0.2 -0.6 0.016
H -3.359 3.102 1.739 0.2 0.0 0.0 0.057
H 0.292 1.641 3.780 0.3 1.0 0.0 -0.021
H -1.323 1.532 4.205 -0.3 0.0 -0.1 0.052
H -0.529 2.802 5.000 0.7 0.3 -0.3 0.070
C 0.989 2.074 -2.654 0.3 -1.6 0.5 -0.238
S 0.332 0.921 -3.974 -1.2 5.7 -0.3 0.861
O -1.149 1.367 -4.141 2.5 -0.2 0.1 -0.517
C 1.382 1.809 -5.219 -1.6 -2.0 -0.5 -0.197
H 0.810 3.148 -2.697 -0.2 -0.6 -0.9 0.032
H 2.059 1.869 -2.604 0.0 0.2 -0.2 0.046
H 0.561 1.606 -1.768 0.2 1.2 0.1 0.001
H 0.839 1.310 -6.021 0.4 0.9 -1.1 0.026
H 2.338 1.292 -5.140 0.1 0.7 0.1 0.039
H 1.299 2.896 -5.247 0.1 -0.3 0.2 0.071
C -4.121 -2.328 3.097 0.0 0.5 -0.4 -0.199
S -3.864 -2.458 1.275 -3.9 2.5 1.6 0.896
O -5.206 -2.850 0.703 0.4 0.9 0.7 -0.509
C -3.682 -0.662 0.865 -2.3 -0.1 0.4 -0.256
H -4.994 -1.805 3.488 -0.1 0.9 -1.0 0.056
H -3.199 -1.799 3.338 0.0 -0.5 0.9 0.028
H -4.352 -3.283 3.569 1.2 -0.5 -0.4 0.063
H -2.693 -0.211 0.779 -3.0 -0.2 1.7 -0.129
H -4.374 -0.037 1.431 -0.2 -0.2 0.1 0.067
H -3.995 -0.618 -0.178 -0.4 0.0 0.1 0.046
C -0.615 -2.458 3.059 -1.5 -2.2 -0.9 -0.255
S 0.098 -3.830 2.007 -0.7 0.1 3.0 0.905
O 0.406 -4.967 3.063 -0.9 1.9 -2.5 -0.599
C -1.538 -4.079 1.254 2.6 -2.4 1.1 -0.380
H 0.226 -2.028 3.603 -2.8 -1.8 -1.5 -0.176
H -1.382 -2.892 3.700 0.2 -0.6 0.1 0.053
H -1.084 -1.689 2.444 0.5 -0.7 1.1 -0.004
H -1.474 -4.961 0.618 0.5 0.1 0.1 0.059
H -1.998 -3.247 0.720 2.8 0.4 1.3 -0.044
H -2.154 -4.377 2.103 -0.2 0.1 0.0 0.076
C -0.401 -0.584 -1.497 -1.8 1.0 0.3 -0.286
S -1.246 -0.156 0.099 3.4 0.3 -2.9 0.974
O -1.269 -1.409 0.950 1.2 1.8 -2.9 -0.604
C -0.171 1.101 0.814 -3.0 -2.9 0.8 -0.241
H -0.313 0.384 -1.992 0.2 -0.5 0.8 -0.013
H -1.213 -0.983 -2.104 1.0 0.1 0.9 -0.007
H 0.508 -1.185 -1.519 -2.1 -0.1 0.4 -0.002
H 0.210 1.826 0.094 -1.0 -1.5 0.1 0.020
H 0.596 0.491 1.291 -2.4 -0.1 0.0 0.040
H -0.668 1.656 1.610 -0.4 -0.6 -0.7 -0.022
C 2.229 -0.474 -1.089 0.6 1.3 0.7 -0.293
S 2.057 -0.898 -2.836 4.3 -0.9 1.5 0.839
O 3.025 0.020 -3.619 -0.8 -1.0 1.3 -0.547
C 2.867 -2.543 -2.610 -0.1 0.1 -0.2 -0.194
H 1.533 -0.923 -0.379 0.9 -0.9 -0.2 0.077
H 1.884 0.541 -0.892 -0.2 -0.5 -1.4 -0.010
H 3.224 -0.417 -0.647 -0.4 -1.2 -0.8 0.036
H 2.634 -3.028 -3.558 0.4 -0.4 0.5 0.037
H 2.350 -3.004 -1.768 -0.5 -0.2 -0.4 0.064
H 3.915 -2.634 -2.324 0.2 1.0 -0.4 0.069
C 2.653 0.365 2.868 0.3 -1.4 3.3 -0.201
S 1.774 -0.148 4.467 2.0 -0.8 -0.7 0.961
O 1.091 -1.469 4.163 5.0 3.8 3.1 -0.480
C 3.153 -0.725 5.461 0.8 -0.2 0.7 -0.265
H 3.505 -0.228 2.538 -0.2 -0.9 0.6 0.063
H 3.111 1.348 2.981 -0.9 -0.5 0.4 0.012
H 1.911 0.321 2.071 0.7 -0.4 2.0 -0.008
H 3.886 0.023 5.762 -0.2 0.3 -0.2 0.051
H 3.694 -1.535 4.972 -0.2 0.1 -0.5 0.062
H 2.768 -1.184 6.372 -0.4 0.2 0.0 0.053
C 0.792 5.888 0.798 0.5 -1.0 0.8 -0.215
S 1.144 4.426 -0.320 -0.3 4.3 0.1 0.883
O 0.812 3.214 0.439 0.0 1.7 0.1 -0.677
C -0.283 4.961 -1.295 -0.2 -1.1 -0.5 -0.229
H 1.002 6.841 0.314 0.0 -0.2 -0.1 0.063
H 1.355 5.773 1.724 0.4 0.2 -0.2 0.044
H -0.235 5.807 1.157 -0.2 0.0 -0.4 0.034
H -0.196 5.931 -1.784 0.7 -0.1 0.0 0.076
H -1.183 5.026 -0.683 0.1 -0.5 0.1 0.071
H -0.297 4.145 -2.018 -1.1 0.6 -0.2 0.013
C -3.419 -4.437 -0.449 -0.4 -1.7 -1.0 -0.351
S -2.896 -4.113 -2.159 -4.7 0.8 0.7 0.933
O -4.310 -4.249 -2.790 2.2 -0.2 -0.6 -0.581
C -2.747 -2.306 -1.957 -0.3 -1.3 0.4 -0.273
H -4.474 -4.250 -0.252 0.1 0.4 -1.3 0.038
H -2.829 -3.887 0.285 -1.9 -2.0 -2.2 -0.117
H -3.380 -5.523 -0.363 0.7 -0.1 0.3 0.073
H -3.578 -1.819 -1.447 -0.2 -0.8 -0.1 0.059
H -2.726 -1.936 -2.982 -0.1 -0.2 1.9 -0.004
H -1.829 -2.201 -1.379 -0.5 -0.2 -0.3 0.025
```
Positions in Å, forces in eV/Å.

HOMO: -7.60 eV
Calculated total energy: -165563.3857 eV
Net charge: 0
Relative energy (zero: lowest compared OMol25 entry of this formula, charge and spin): 2217.60 kJ/mol
HOMO-LUMO gap: 7.17 eV